i | {"formula": "C4H6O", "method": "the ωB97M-V functional and the def2-TZVPD basis", "gap_ev": 10.367, "e_lumo_ev": 1.066, "smiles": "C1=CCOC1", "symbols": ["C", "C", "C", "O", "C", "H", "H", "H", "H", "H", "H"], "positions_angstrom": [[-0.915, 0.722, 0.129], [-0.845, -0.474, -0.507], [0.584, -0.989, -0.528], [1.269, 0.292, -0.373], [0.412, 0.934, 0.683], [-1.826, 1.274, 0.272], [-1.728, -1.065, -0.880], [0.859, -1.636, -1.603], [0.789, -1.786, 0.370], [0.661, 0.614, 1.840], [0.740, 2.114, 0.597]]}

ii | {"formula": "C4H6O", "method": "the ωB97M-V functional and the def2-TZVPD basis", "gap_ev": 9.825, "e_lumo_ev": 1.122, "smiles": "C1=CCOC1", "symbols": ["C", "C", "C", "O", "C", "H", "H", "H", "H", "H", "H"], "positions_angstrom": [[-1.069, 0.272, -0.427], [0.065, 0.964, -0.521], [1.199, 0.272, 0.193], [0.726, -1.023, 0.482], [-0.832, -1.008, 0.328], [-2.013, 0.566, -0.886], [0.185, 1.923, -1.015], [1.494, 0.817, 1.114], [2.100, 0.151, -0.417], [-0.516, -1.026, 1.379], [-1.177, -1.894, -0.257]]}

Relative energies in hartree: i 0.0022; ii 0.0000

i | {"formula": "C2H4N3O", "method": "the ωB97M-V functional and the def2-TZVPD basis", "total_charge": 1, "gap_ev": [5.819, 5.819], "e_lumo_ev": [-8.190, -8.190], "symbols": ["C", "C", "N", "N", "N", "O", "H", "H", "H", "H"], "positions_angstrom": [[0.545, -0.480, 0.993], [1.393, -1.209, 0.256], [-0.183, 0.574, 0.772], [-0.546, 0.840, -0.495], [-1.090, 0.039, -1.356], [-1.460, 0.429, -2.455], [0.678, -0.789, 1.990], [1.662, -1.942, -0.429], [-0.795, 0.869, 1.576], [-0.203, 1.669, -0.852]]}

ii | {"formula": "C2H4N3O", "method": "the ωB97M-V functional and the def2-TZVPD basis", "total_charge": 1, "gap_ev": 11.141, "e_lumo_ev": -4.289, "symbols": ["C", "C", "N", "N", "N", "O", "H", "H", "H", "H"], "positions_angstrom": [[0.413, -0.278, 1.468], [-0.423, 0.458, -1.629], [0.340, 0.627, -2.515], [1.196, 0.191, 0.777], [-0.655, -0.742, 1.941], [-1.031, 0.067, -0.700], [0.576, 1.094, -3.405], [1.912, 0.117, 0.123], [-1.086, -0.683, 2.881], [-1.241, -0.850, 1.060]]}

iii | {"formula": "C2H4N3O", "method": "the ωB97M-V functional and the def2-TZVPD basis", "total_charge": 1, "gap_ev": 8.847, "e_lumo_ev": -6.841, "symbols": ["C", "C", "N", "N", "N", "O", "H", "H", "H", "H"], "positions_angstrom": [[0.562, -0.548, 0.276], [-0.579, -0.053, -0.656], [-2.397, 0.976, 0.587], [-1.579, 0.553, -0.039], [1.325, 0.492, 0.664], [0.576, -1.750, 0.443], [-0.899, -1.754, -0.833], [-0.423, 0.265, -1.674], [1.107, 1.454, 0.371], [2.307, 0.364, 0.861]]}

Relative energies in hartree: i 0.2643; ii 0.0000; iii 0.1141

i | {"formula": "C27H56F3NO19", "method": "the ωB97M-V functional and the def2-TZVPD basis", "gap_ev": 8.460, "e_lumo_ev": 0.052, "symbols": ["N", "H", "H", "H", "H", "O", "H", "C", "C", "O", "C", "O", "O", "F", "H", "H", "H", "C", "C", "O", "C", "O", "O", "F", "H", "H", "H", "C", "C", "O", "C", "O", "O", "F", "H", "H", "H", "C", "O", "C", "C", "O", "C", "C", "O", "C", "H", "H", "H", "H", "H", "H", "H", "H", "H", "H", "H", "H", "H", "H", "C", "O", "C", "C", "O", "C", "C", "O", "C", "H", "H", "H", "H", "H", "H", "H", "H", "H", "H", "H", "H", "H", "H", "C", "O", "C", "C", "O", "C", "C", "O", "C", "H", "H", "H", "H", "H", "H", "H", "H", "H", "H", "H", "H", "H", "H"], "positions_angstrom": [[0.371, -2.168, 0.187], [-0.249, -2.822, 0.738], [0.817, -2.606, -0.538], [1.160, -1.656, 0.670], [-0.299, -1.492, -0.306], [1.027, 0.814, 0.486], [1.912, 0.753, 0.101], [3.298, 1.644, 3.085], [4.006, 2.582, 2.216], [5.269, 2.066, 2.007], [5.379, 1.022, 2.777], [6.345, 0.300, 2.654], [4.350, 0.731, 3.540], [4.008, 3.808, 2.844], [2.471, 1.054, 2.476], [2.880, 2.098, 3.921], [3.395, 2.905, 1.420], [0.325, 3.733, 2.990], [-0.471, 2.464, 3.307], [-1.666, 3.111, 3.791], [-1.606, 4.469, 3.672], [-2.469, 5.284, 4.004], [-0.454, 4.832, 3.180], [0.175, 1.719, 4.204], [0.485, 3.547, 2.083], [1.131, 3.685, 3.737], [-0.552, 2.059, 2.533], [1.427, 2.081, -2.305], [1.800, 3.356, -1.424], [1.433, 4.477, -2.231], [1.332, 4.076, -3.415], [0.904, 4.799, -4.337], [1.408, 2.661, -3.602], [3.112, 3.398, -1.189], [0.543, 1.573, -2.064], [2.137, 1.132, -2.180], [1.551, 3.197, -0.280], [-4.772, 2.886, 1.554], [-3.886, 3.019, 0.505], [-3.027, 1.870, 0.229], [-2.284, 2.006, -1.008], [-3.045, 1.852, -2.124], [-2.538, 2.100, -3.362], [-3.503, 1.820, -4.476], [-3.995, 0.428, -4.401], [-4.902, 0.016, -5.307], [-5.430, 3.489, 1.825], [-4.219, 2.464, 2.472], [-5.359, 2.109, 1.318], [-3.743, 1.078, 0.361], [-2.514, 1.805, 1.219], [-1.476, 1.075, -0.890], [-1.728, 2.839, -0.856], [-1.539, 1.386, -3.568], [-2.290, 3.193, -3.413], [-3.134, 1.971, -5.497], [-4.371, 2.509, -4.298], [-5.692, 0.551, -5.108], [-4.844, -1.024, -5.156], [-4.427, 0.266, -6.197], [3.967, -1.841, 0.796], [3.423, -2.493, -0.317], [3.474, -1.667, -1.524], [2.861, -2.427, -2.668], [1.693, -2.494, -2.546], [0.946, -3.290, -3.625], [-0.495, -3.515, -3.055], [-1.120, -2.383, -2.535], [-1.636, -1.570, -3.521], [3.281, -1.140, 1.041], [4.993, -1.648, 0.723], [3.740, -2.635, 1.559], [4.589, -1.275, -1.830], [2.765, -0.763, -1.384], [3.556, -3.274, -2.926], [3.155, -2.047, -3.529], [1.330, -4.226, -3.848], [0.728, -2.892, -4.483], [-0.623, -4.291, -2.351], [-1.223, -3.891, -3.712], [-1.175, -0.994, -4.203], [-2.220, -0.835, -3.121], [-2.373, -1.892, -4.137], [-3.508, -1.690, 0.638], [-2.253, -1.457, 1.269], [-2.329, -1.332, 2.662], [-0.920, -1.244, 3.147], [-0.262, -2.304, 3.112], [1.063, -2.267, 3.790], [1.732, -3.606, 3.571], [1.483, -4.057, 2.202], [2.170, -5.273, 1.906], [-3.718, -2.736, 0.555], [-3.586, -1.085, -0.132], [-4.380, -1.201, 1.320], [-2.712, -2.297, 2.966], [-2.840, -0.530, 3.308], [-0.977, -1.011, 4.288], [-0.174, -0.594, 2.587], [1.077, -1.983, 4.848], [1.676, -1.523, 3.135], [1.090, -4.323, 4.197], [2.762, -3.744, 4.038], [1.975, -5.437, 0.769], [1.698, -6.106, 2.344], [3.346, -5.127, 2.070]]}

ii | {"formula": "C27H56F3NO19", "method": "the ωB97M-V functional and the def2-TZVPD basis", "gap_ev": 8.385, "e_lumo_ev": -0.260, "symbols": ["N", "H", "H", "H", "H", "O", "H", "C", "C", "O", "C", "O", "O", "F", "H", "H", "H", "C", "C", "O", "C", "O", "O", "F", "H", "H", "H", "C", "C", "O", "C", "O", "O", "F", "H", "H", "H", "C", "O", "C", "C", "O", "C", "C", "O", "C", "H", "H", "H", "H", "H", "H", "H", "H", "H", "H", "H", "H", "H", "H", "C", "O", "C", "C", "O", "C", "C", "O", "C", "H", "H", "H", "H", "H", "H", "H", "H", "H", "H", "H", "H", "H", "H", "C", "O", "C", "C", "O", "C", "C", "O", "C", "H", "H", "H", "H", "H", "H", "H", "H", "H", "H", "H", "H", "H", "H"], "positions_angstrom": [[-0.598, 2.670, 0.662], [-1.190, 2.590, -0.256], [0.245, 2.349, 0.357], [-0.947, 1.976, 1.314], [-0.782, 3.396, 1.009], [-0.623, 0.465, -1.152], [-0.302, -0.169, -0.377], [-3.878, -0.265, 0.056], [-4.141, -0.399, 1.561], [-5.001, 0.788, 1.820], [-5.211, 1.453, 0.751], [-5.787, 2.528, 0.673], [-4.485, 0.994, -0.309], [-3.076, -0.242, 2.253], [-4.079, -1.115, -0.352], [-2.903, 0.055, -0.319], [-4.596, -1.397, 1.665], [1.552, 1.889, -3.572], [1.418, 0.384, -3.958], [2.778, 0.218, -4.369], [3.482, 1.268, -4.183], [4.691, 1.410, -4.363], [2.754, 2.290, -3.583], [0.492, 0.171, -5.029], [1.194, 2.145, -2.543], [1.022, 2.532, -4.404], [1.059, -0.037, -3.113], [-2.950, 0.386, -3.556], [-2.929, 1.775, -3.116], [-4.321, 2.184, -3.413], [-4.987, 1.181, -3.740], [-6.211, 1.171, -3.779], [-4.200, 0.125, -3.906], [-2.055, 2.542, -3.786], [-2.487, -0.190, -2.753], [-2.440, 0.059, -4.556], [-2.881, 1.745, -1.995], [1.903, -0.281, 1.374], [1.049, 0.554, 2.181], [1.269, 0.532, 3.538], [0.275, 1.320, 4.314], [0.133, 2.498, 3.876], [0.971, 3.445, 4.350], [0.507, 4.806, 4.007], [0.726, 4.991, 2.559], [0.255, 6.165, 2.054], [1.512, 0.008, 0.424], [1.656, -1.335, 1.682], [2.906, -0.141, 1.422], [2.213, 0.940, 3.774], [1.275, -0.384, 4.026], [0.324, 1.424, 5.307], [-0.633, 0.854, 4.098], [1.961, 3.118, 3.987], [1.135, 3.367, 5.492], [1.245, 5.455, 4.479], [-0.462, 5.163, 4.479], [1.074, 6.930, 2.293], [-0.838, 6.231, 2.562], [0.051, 6.104, 1.027], [-7.175, -0.885, -1.274], [-6.809, -2.255, -1.321], [-6.816, -2.865, -0.026], [-5.900, -4.054, -0.048], [-4.690, -3.597, 0.015], [-3.777, -4.580, 0.335], [-2.337, -4.025, 0.184], [-2.314, -2.948, 1.124], [-0.943, -2.255, 1.087], [-8.275, -0.829, -1.046], [-7.185, -0.271, -2.195], [-6.654, -0.212, -0.538], [-7.737, -3.142, 0.165], [-6.824, -2.177, 0.771], [-6.093, -4.795, -0.769], [-6.165, -4.542, 0.790], [-3.906, -5.471, -0.256], [-3.971, -4.695, 1.498], [-2.144, -3.813, -0.780], [-1.754, -4.905, 0.599], [-0.906, -1.551, 1.982], [-0.743, -1.695, 0.086], [-0.078, -2.885, 1.525], [1.901, -2.658, -0.986], [3.187, -2.587, -1.552], [4.083, -1.535, -1.009], [5.578, -1.866, -1.451], [6.488, -1.208, -0.857], [7.883, -1.589, -0.987], [8.994, -0.717, -0.341], [8.839, -0.942, 1.063], [9.627, 0.014, 1.600], [1.466, -1.638, -1.121], [2.188, -2.937, -0.026], [1.207, -3.307, -1.392], [3.943, -1.524, -0.064], [3.696, -0.571, -1.404], [5.772, -1.982, -2.655], [5.641, -2.843, -1.192], [8.056, -1.806, -2.081], [8.066, -2.554, -0.557], [8.732, 0.298, -0.523], [9.885, -1.099, -0.567], [10.562, 0.139, 0.993], [10.084, -0.309, 2.574], [9.187, 0.981, 1.685]]}

Relative energies in hartree: i 0.0657; ii 0.0000

i | {"formula": "C2H8N2O2", "method": "the ωB97M-V functional and the def2-TZVPD basis", "gap_ev": 10.058, "e_lumo_ev": 0.821, "smiles": "CNC(N)=O.O", "symbols": ["C", "N", "C", "N", "O", "H", "H", "H", "H", "H", "H", "O", "H", "H"], "positions_angstrom": [[0.009, -0.534, -2.289], [-0.570, -0.846, -1.016], [-0.665, -2.183, -0.718], [-1.769, -2.662, 0.056], [0.224, -3.007, -1.128], [0.788, -1.222, -2.857], [-0.966, -0.558, -3.008], [0.385, 0.495, -2.114], [-0.954, -0.267, -0.271], [-1.334, -3.123, 0.773], [-2.631, -2.154, 0.065], [2.436, 5.024, 3.896], [2.058, 5.937, 3.968], [2.990, 5.100, 4.643]]}

ii | {"formula": "C2H8N2O2", "method": "the ωB97M-V functional and the def2-TZVPD basis", "gap_ev": [6.208, 9.006], "e_lumo_ev": [-1.702, -0.305], "symbols": ["C", "C", "N", "O", "H", "H", "H", "H", "H", "N", "O", "H", "H", "H"], "positions_angstrom": [[0.294, -1.556, -0.897], [-1.274, -0.278, 0.606], [-0.586, -0.448, -0.625], [1.230, -0.927, -0.127], [0.495, -1.617, -1.974], [-0.083, -2.511, -0.501], [-1.669, -1.224, 0.981], [-2.055, 0.473, 0.456], [-0.582, 0.196, 1.338], [1.011, 1.656, 0.576], [0.479, 1.818, -0.652], [-0.075, 0.784, -0.897], [1.895, 1.156, 0.555], [0.917, 2.478, 1.161]]}

iii | {"formula": "C2H8N2O2", "method": "the ωB97M-V functional and the def2-TZVPD basis", "gap_ev": 10.143, "e_lumo_ev": 0.423, "smiles": "CNC(N)=O.O", "symbols": ["C", "N", "C", "N", "O", "H", "H", "H", "H", "H", "H", "O", "H", "H"], "positions_angstrom": [[-2.957, -0.225, -1.046], [-1.741, 0.249, -0.423], [-0.891, -0.621, 0.211], [0.211, -0.031, 0.793], [-1.009, -1.824, 0.053], [-3.891, -0.071, -0.500], [-2.912, -1.302, -1.278], [-3.082, 0.209, -2.032], [-1.717, 1.242, -0.251], [0.534, 0.840, 0.408], [0.984, -0.636, 1.011], [5.669, 1.039, 1.197], [5.133, 1.018, 0.402], [5.669, 0.112, 1.456]]}

iv | {"formula": "C2H8N2O2", "method": "the ωB97M-V functional and the def2-TZVPD basis", "gap_ev": 3.672, "e_lumo_ev": -4.655, "symbols": ["N", "C", "C", "N", "O", "H", "H", "H", "H", "H", "H", "H", "H", "O"], "positions_angstrom": [[-2.138, 1.938, 1.651], [1.007, 0.659, 0.334], [-0.067, -0.034, -0.161], [-1.380, 0.478, -0.181], [0.004, -1.286, -0.816], [-2.183, 1.409, 2.449], [-2.674, 2.754, 1.517], [0.841, 1.579, 0.728], [2.005, 0.218, 0.336], [-1.679, 1.182, 0.603], [-2.044, -0.224, -0.543], [0.968, -1.446, -1.039], [3.346, -2.143, -1.104], [2.546, -1.713, -0.969]]}

Relative energies in hartree: i 0.0601; ii 0.2552; iii 0.0000; iv 0.3076